The molecule C4H10N2O in a non-equilibrium geometry, computed with the ωB97M-V functional and the def2-TZVPD basis.

charge	0
E_tot	-9335.87204	eV
relative energy (zero: lowest compared OMol25 entry of this formula, charge and spin)	71.8	kcal/mol
SMILES string	NC[C@H](N)CC=O
HOMO	-9.15	eV

Each atom is followed by the atoms it is bonded to, with distances in Å.
Element x y z (Å)
1 N -0.60642 -2.50022 0.55028  C2 1.378, H8 1.070, H9 1.037
2 C -0.54998 -1.43534 -0.32223  N1 1.378, C3 1.634, H10 1.150, H11 1.143
3 C 0.23749 -0.11801 0.23855  C2 1.634, N4 1.457, C5 1.533, H12 1.104
4 N -0.29047 0.47008 1.46300  C3 1.457, H13 1.022, H14 1.058
5 C 0.11825 0.92017 -0.88289  C3 1.533, C6 1.582, H15 1.136, H16 1.128
6 C 0.67620 2.35978 -0.53691  C5 1.582, O7 1.254, H17 1.164
7 O 0.11832 3.47651 -0.65453  C6 1.254
8 H 0.21274 -3.16190 0.35945  N1 1.070
9 H -0.28257 -2.05938 1.43105  N1 1.037
10 H -0.10270 -1.91859 -1.26480  C2 1.150
11 H -1.62126 -1.18533 -0.63245  C2 1.143
12 H 1.30456 -0.39064 0.30857  C3 1.104
13 H 0.35231 1.05744 1.99723  N4 1.022
14 H -1.26120 0.87041 1.33174  N4 1.058
15 H 0.74608 0.36287 -1.64773  C5 1.136
16 H -0.86473 0.97943 -1.43352  C5 1.128
17 H 1.81338 2.27270 -0.30480  C6 1.164


The molecule C4H10N2O in a non-equilibrium geometry, computed with the ωB97M-V functional and the def2-TZVPD basis.

charge	0
E_tot	-9334.17575	eV
relative energy (zero: lowest compared OMol25 entry of this formula, charge and spin)	111.0	kcal/mol
HOMO (spin up / spin down)	-7.44 / -7.44	eV

Each atom is followed by the atoms it is bonded to, with distances in Å.
Element x y z (Å)
1 C 0.64022 1.34592 0.00730  C2 1.425, N4 1.332, H8 1.081
2 C -0.01978 0.77134 1.13151  C1 1.425, C5 1.796, H12 1.087, H13 1.084
3 C -1.13450 -0.82589 -1.48020  O6 1.403, H15 1.097, H16 1.106, H17 1.093
4 N 1.96574 1.37114 -0.11714  C1 1.332, H9 1.009, H10 1.007
5 C 0.02338 -0.99289 0.80049  C2 1.796, O6 1.646, N7 1.290, H14 1.092
6 O 0.10789 -0.78631 -0.83008  C3 1.403, C5 1.646
7 N -0.85367 -1.78441 1.31803  C5 1.290, H11 1.018
8 H 0.09225 1.78323 -0.81513  C1 1.081
9 H 2.52665 0.86954 0.55545  N4 1.009
10 H 2.40548 1.65695 -0.97697  N4 1.007
11 H -1.81701 -1.51025 1.13495  N7 1.018
12 H 0.48679 0.82912 2.09156  C2 1.087
13 H -1.06003 1.06414 1.21962  C2 1.084
14 H 1.06595 -1.27089 0.97161  C5 1.092
15 H -1.67906 -1.73959 -1.21334  C3 1.097
16 H -1.78862 0.03184 -1.23815  C3 1.106
17 H -0.96167 -0.81298 -2.55952  C3 1.093


A 2-piece molecular cluster, C4H10N2O overall in a non-equilibrium geometry, computed with the ωB97M-V functional and the def2-TZVPD basis.

charge	0
E_tot	-9335.61217	eV
relative energy (zero: lowest compared OMol25 entry of this formula, charge and spin)	77.8	kcal/mol
HOMO	-8.33	eV

Each atom is followed by the atoms it is bonded to, with distances in Å.
Element x y z (Å)
1 C -0.05514 0.67198 -0.17078  C2 1.523, C3 1.520, C4 1.543, H8 1.094
2 C -0.81866 -0.33281 -1.02380  C1 1.523, N6 1.351, H13 1.087
3 C 1.30309 1.00924 -0.76471  C1 1.520, H15 1.092, H16 1.090, H17 1.094
4 C -0.05657 -0.26002 1.05871  C1 1.543, N5 1.417, O7 1.273
5 N 1.15377 -0.34483 1.79074  C4 1.417, H9 1.012, H10 1.010
6 N -2.13691 -0.42294 -0.74289  C2 1.351, H11 1.046, H12 1.011
7 O -1.15003 -0.33011 1.70729  C4 1.273
8 H -0.64985 1.56880 0.02607  C1 1.094
9 H 1.04571 -0.96381 2.58340  N5 1.012
10 H 1.98841 -0.52937 1.25314  N5 1.010
11 H -2.27228 -0.36554 0.29286  N6 1.046
12 H -2.64947 -1.16516 -1.20043  N6 1.011
13 H -0.51239 -0.50216 -2.05326  C2 1.087
14 H -0.13719 -1.31367 0.00204  no bonds
15 H 1.18818 1.55029 -1.70627  C3 1.092
16 H 1.87851 1.62480 -0.07390  C3 1.090
17 H 1.88084 0.10531 -0.97821  C3 1.094


The molecule C4H10N2O in a non-equilibrium geometry, computed with the ωB97M-V functional and the def2-TZVPD basis.

charge	0
E_tot	-9337.54071	eV
relative energy (zero: lowest compared OMol25 entry of this formula, charge and spin)	33.4	kcal/mol
SMILES string	CNC(=O)[C@@H](C)N
HOMO	-8.92	eV

Each atom is followed by the atoms it is bonded to, with distances in Å.
Element x y z (Å)
1 C -1.42623 -0.57216 -1.71046  N2 1.494, H8 1.073, H9 1.097, H10 1.082
2 N 0.05915 -0.59514 -1.54936  C1 1.494, C3 1.376, H11 1.006
3 C 0.83603 0.09286 -0.64541  N2 1.376, O4 1.217, C5 1.564
4 O 2.03440 0.15112 -0.84658  C3 1.217
5 C 0.26803 0.66374 0.69489  C3 1.564, C6 1.533, N7 1.444, H12 1.105
6 C -0.24804 -0.50886 1.53590  C5 1.533, H13 1.082, H14 1.077, H15 1.098
7 N 1.27023 1.39350 1.43586  C5 1.444, H16 1.009, H17 1.018
8 H -1.82136 -0.37338 -0.73297  C1 1.073
9 H -1.70352 0.23405 -2.40070  C1 1.097
10 H -1.74897 -1.52916 -2.09761  C1 1.082
11 H 0.44698 -0.97438 -2.39694  N2 1.006
12 H -0.38174 1.46486 0.29926  C5 1.105
13 H 0.45813 -1.30504 1.73045  C6 1.082
14 H -1.18397 -0.82588 1.10866  C6 1.077
15 H -0.54470 -0.08030 2.50179  C6 1.098
16 H 1.69668 1.06052 2.28791  N7 1.009
17 H 1.98890 1.70364 0.78531  N7 1.018


The molecule C4H10N2O in a non-equilibrium geometry, computed with the ωB97M-V functional and the def2-TZVPD basis.

charge	0
E_tot	-9333.91147	eV
relative energy (zero: lowest compared OMol25 entry of this formula, charge and spin)	117.1	kcal/mol
SMILES string	CCC[C@H](N)N=O
HOMO	-8.45	eV

Each atom is followed by the atoms it is bonded to, with distances in Å.
Element x y z (Å)
1 C -1.24663 -1.51049 0.07308  C2 1.503, H8 1.094, H9 1.095, H10 1.095
2 C -1.42469 -0.02596 0.22798  C1 1.503, C3 1.746, H11 1.094, H12 1.094
3 C -0.10064 1.11267 0.25097  C2 1.746, C4 1.541, H13 1.094, H14 1.094
4 C 0.94656 0.50032 -0.69872  C3 1.541, N5 1.428, N6 1.536, H15 1.088
5 N 1.77038 -0.55485 -0.20120  C4 1.428, H16 1.020, H17 1.009
6 N 1.60222 1.88500 -0.58334  C4 1.536, O7 1.248
7 O 2.35004 2.06449 0.39945  N6 1.248
8 H -0.32560 -1.90042 0.51527  C1 1.094
9 H -1.30405 -1.81918 -0.97595  C1 1.095
10 H -2.04667 -2.02018 0.62034  C1 1.095
11 H -1.89335 0.18815 1.19273  C2 1.094
12 H -2.12784 0.33897 -0.52682  C2 1.094
13 H 0.16172 1.11064 1.31273  C3 1.094
14 H -0.62898 2.00104 -0.10652  C3 1.094
15 H 0.58082 0.36656 -1.71444  C4 1.088
16 H 2.24813 -0.25776 0.64981  N5 1.020
17 H 1.43857 -1.47899 -0.43539  N5 1.009


A 2-piece molecular cluster, C4H10N2O overall in a non-equilibrium geometry, computed with the ωB97M-V functional and the def2-TZVPD basis.

charge	0
E_tot	-9333.66443	eV
relative energy (zero: lowest compared OMol25 entry of this formula, charge and spin)	122.8	kcal/mol
HOMO	-8.25	eV

Each atom is followed by the atoms it is bonded to, with distances in Å.
Element x y z (Å)
1 C -2.21026 0.62488 -1.03213  C3 1.316, H8 1.027, H9 1.183
2 C 1.17873 0.52239 -1.62636  N5 1.305, H10 1.031, H11 1.045
3 C -2.09352 1.45504 -0.01761  C1 1.316, O7 1.312, H12 1.129
4 C 0.94604 -1.13119 1.65263  N6 1.464, H13 1.057, H14 1.124, H15 1.074
5 N 1.31684 -0.14469 -0.51301  C2 1.305, N6 1.281, H16 1.015
6 N 0.89068 -0.03080 0.68923  C4 1.464, N5 1.281
7 O -1.21492 1.62622 0.94103  C3 1.312, H17 0.980
8 H -1.39799 0.00999 -1.16277  C1 1.027
9 H -3.09005 0.57854 -1.82094  C1 1.183
10 H 1.47856 -0.00722 -2.45813  C2 1.031
11 H 0.52044 1.33104 -1.69839  C2 1.045
12 H -2.82706 2.28610 0.19828  C3 1.129
13 H -0.01221 -1.57126 1.72205  C4 1.057
14 H 1.68416 -1.85955 1.21853  C4 1.124
15 H 1.26577 -0.79750 2.62226  C4 1.074
16 H 1.83515 -0.99193 -0.72255  N5 1.015
17 H -0.45826 1.03575 0.74469  O7 0.980